{"formula": "C3H14NO3", "method": "ωB97M-V/def2-TZVPD", "total_charge": 1, "relative_energy_kj_mol": 598.7, "gap_ev": 5.44, "total_energy_ha": -402.7286, "symbols": ["C", "C", "C", "O", "N", "H", "H", "H", "H", "H", "H", "H", "H", "H", "H", "H", "H", "O", "H", "H", "O"], "coordinates": [[-0.609, 0.548, -1.449], [-0.273, -0.694, -1.993], [0.936, -0.751, -2.905], [-0.012, -1.934, -1.061], [0.071, 0.399, 1.611], [0.211, 1.248, -1.292], [-1.632, 0.896, -1.520], [-1.070, -0.929, -2.709], [0.994, -1.823, -3.017], [1.799, -0.376, -2.357], [0.959, -0.395, -3.977], [-0.896, -2.111, -0.674], [0.850, -0.239, 1.665], [-0.201, 0.579, 0.651], [0.055, 1.298, 2.115], [1.807, 3.466, 4.389], [1.817, 2.206, 5.254], [1.584, 2.545, 4.363], [-2.941, -1.645, 0.963], [-1.483, -0.712, 0.971], [-1.965, -1.576, 0.972]], "forces_ev_per_angstrom": [[0.8, 1.4, -0.3], [0.0, -4.6, -1.6], [1.4, 0.7, -0.5], [-1.1, 3.1, -1.3], [-1.3, 0.6, -0.2], [-0.2, 0.2, 0.6], [-0.2, 0.2, 0.6], [-0.8, -0.5, 0.8], [0.4, -0.5, 0.0], [0.3, -0.2, -0.3], [-0.7, 0.4, 1.4], [0.1, -0.2, 0.6], [0.3, 0.5, 0.2], [0.4, 0.1, 0.0], [0.7, -1.0, -0.1], [0.2, 0.8, 0.1], [-0.2, 0.3, -0.8], [0.0, -1.1, 0.7], [0.9, 1.0, 0.1], [-1.4, -0.6, 1.0], [0.3, -0.6, -0.9]], "mulliken_charge": [-0.56, 0.70, -1.32, -0.40, -0.53, 0.48, 0.34, 0.22, 0.36, 0.37, 0.37, 0.37, 0.23, 0.12, 0.22, 0.32, 0.33, -0.64, 0.33, 0.40, -0.70]}

{"formula": "C3H14NO3S", "method": "ωB97M-V/def2-TZVPD", "total_charge": -1, "relative_energy_kj_mol": 208.7, "gap_ev": 6.29, "total_energy_ha": -801.3621, "symbols": ["C", "N", "C", "C", "S", "H", "H", "H", "H", "H", "H", "H", "H", "H", "H", "O", "H", "H", "O", "H", "H", "O"], "coordinates": [[-3.375, 1.931, -2.711], [-2.690, 1.091, -1.735], [-1.231, 1.008, -1.889], [-0.834, -0.098, -0.765], [-0.025, 0.568, 0.663], [-3.115, 2.971, -2.860], [-4.421, 1.907, -2.321], [-3.629, 1.383, -3.648], [-2.802, 1.330, -0.752], [-1.015, 0.568, -2.859], [-0.685, 1.894, -1.565], [-0.075, -0.773, -1.252], [-1.772, -0.616, -0.503], [2.029, -0.505, 3.322], [3.462, -0.616, 2.995], [2.677, -1.186, 3.078], [2.266, -3.186, 3.643], [2.842, -4.679, 3.391], [2.186, -4.131, 3.804], [2.750, 0.194, 1.060], [3.766, 0.565, -0.017], [3.691, 0.379, 0.920]], "forces_ev_per_angstrom": [[-2.8, -1.5, 1.2], [1.0, 0.6, -1.0], [-0.6, -2.4, 2.2], [0.8, 0.1, -2.0], [0.4, 0.7, 1.1], [0.6, 0.2, -0.2], [0.3, 0.7, 0.0], [1.2, 0.4, 0.2], [-0.6, 0.4, -0.3], [0.3, 0.5, -0.3], [0.1, 0.3, -0.7], [-1.1, 0.1, 0.3], [0.5, -0.1, -0.3], [-0.4, -0.5, -0.2], [0.0, -0.6, -0.3], [0.2, 0.9, 0.6], [0.7, 0.0, -0.6], [0.5, 0.5, -0.5], [-1.1, -0.4, 1.0], [-0.4, 0.0, -0.3], [-0.2, 0.1, -0.1], [0.4, 0.0, 0.3]], "mulliken_charge": [-1.00, -0.35, -0.48, -0.75, -0.67, 0.33, 0.34, 0.28, 0.23, 0.40, 0.28, 0.18, 0.27, 0.31, 0.33, -0.68, 0.38, 0.29, -0.65, 0.33, 0.28, -0.66]}

{"formula": "C3H14NOPb", "method": "ωB97M-V/def2-TZVPD", "total_charge": -1, "relative_energy_kj_mol": 16.8, "gap_ev": [2.86, 2.86], "total_energy_ha": -445.3831, "symbols": ["C", "Pb", "N", "H", "H", "H", "H", "H", "H", "H", "H", "C", "C", "O", "H", "H", "H", "H", "H", "H"], "coordinates": [[-1.153, 0.789, -3.263], [-0.346, 1.572, -1.386], [1.316, -0.281, -1.779], [0.733, 2.579, 1.818], [0.540, 2.610, 1.080], [-1.843, 1.558, -3.642], [-1.709, -0.132, -3.031], [-0.339, 0.604, -3.973], [0.819, -1.138, -1.525], [2.123, -0.196, -1.156], [1.645, -0.367, -2.744], [0.023, -1.137, 2.991], [-0.642, -0.961, 1.643], [0.113, -0.078, 0.780], [1.064, -1.456, 2.885], [-0.501, -1.907, 3.560], [-0.009, -0.217, 3.589], [-0.697, -1.895, 1.080], [-1.659, -0.560, 1.735], [0.522, 0.612, 1.339]], "forces_ev_per_angstrom": [[-0.4, -0.7, -1.3], [0.0, 1.9, 1.1], [0.4, -1.1, 0.0], [-0.1, 0.1, -0.3], [0.2, 0.0, 0.4], [0.1, -0.3, -0.1], [0.1, 0.2, -0.3], [-0.4, 0.0, -0.2], [0.3, 0.2, -0.1], [-0.4, 0.1, -0.3], [-0.2, 0.2, 0.5], [0.0, -0.2, 0.1], [0.5, 0.8, -0.8], [0.6, -0.9, 1.6], [-0.1, 0.1, 0.0], [-0.1, -0.1, 0.1], [0.0, -0.1, -0.2], [-0.1, -0.1, 0.2], [0.0, 0.0, 0.1], [-0.5, -0.3, -0.5]], "mulliken_charge": [-1.40, -0.13, -0.94, 0.08, -0.15, 0.33, 0.30, 0.29, 0.21, 0.40, 0.35, -1.09, -0.91, -0.16, 0.29, 0.38, 0.34, 0.27, 0.46, 0.06]}

{"formula": "C3H14NORe", "method": "ωB97M-V/def2-TZVPD", "spin_multiplicity": 4, "total_charge": 1, "relative_energy_kj_mol": 43.3, "gap_ev": [6.16, 8.78], "total_energy_ha": -330.5052, "symbols": ["C", "Re", "N", "H", "H", "H", "H", "H", "H", "H", "H", "C", "C", "O", "H", "H", "H", "H", "H", "H"], "coordinates": [[-2.284, -1.252, -1.545], [-0.518, -0.452, -0.848], [-0.038, 1.112, -2.094], [-1.607, 0.831, -0.420], [0.158, 1.976, -1.570], [0.666, -0.915, -1.995], [-2.462, -0.905, -2.590], [-3.135, -1.019, -0.895], [-2.085, -2.349, -1.584], [0.829, 0.879, -2.599], [-0.714, 1.313, -2.831], [2.206, 0.357, 2.247], [0.729, 0.414, 2.396], [0.025, -0.666, 0.991], [2.613, -0.624, 2.526], [2.697, 1.098, 2.896], [2.523, 0.588, 1.221], [0.282, -0.161, 3.197], [0.229, 1.313, 2.071], [-0.115, -1.540, 1.425]], "forces_ev_per_angstrom": [[0.2, -0.2, -0.9], [-1.1, 0.9, -1.1], [1.2, 1.4, -2.0], [0.3, -0.2, 0.3], [-0.5, -0.3, -0.4], [0.2, -1.1, 0.3], [-0.2, -0.3, 0.7], [0.1, -0.1, -0.3], [-0.2, 0.5, 0.0], [-0.5, 0.3, 0.2], [-0.1, 0.3, 0.2], [0.2, -0.6, -0.4], [-0.2, -1.0, -1.6], [1.4, -0.8, 4.7], [-0.2, 0.3, -0.1], [-0.4, 0.0, 0.0], [-0.2, 0.0, 0.3], [-0.1, 0.3, 0.1], [-0.2, 0.0, 0.2], [0.4, 0.7, -0.3]], "lowdin_spin": [0.10, 2.38, 0.06, 0.06, 0.01, 0.08, 0.03, 0.02, 0.02, 0.01, 0.02, 0.00, 0.04, 0.17, 0.00, 0.00, 0.00, 0.00, 0.00, 0.02]}

{"formula": "C3H14NOReS", "method": "ωB97M-V/def2-TZVPD", "spin_multiplicity": 4, "total_charge": 1, "relative_energy_kj_mol": 0.0, "gap_ev": [8.23, 8.22], "total_energy_ha": -728.7173, "symbols": ["C", "Re", "N", "H", "H", "H", "H", "H", "H", "H", "H", "C", "S", "C", "O", "H", "H", "H", "H", "H", "H"], "coordinates": [[-1.519, 1.309, -2.208], [-0.058, 0.855, -0.808], [0.408, -0.938, -1.895], [-0.963, 1.764, 0.194], [1.454, 1.212, -0.234], [-1.764, 2.355, -1.933], [-2.422, 0.662, -2.196], [-1.093, 1.342, -3.228], [0.056, -1.790, -1.441], [1.401, -1.094, -2.019], [0.027, -0.971, -2.839], [-0.517, 0.207, 2.555], [-0.078, -0.474, 0.941], [1.675, -0.842, 1.362], [-0.782, -1.792, 0.834], [0.326, 0.757, 2.988], [-0.779, -0.663, 3.165], [-1.375, 0.870, 2.411], [1.870, -0.449, 2.365], [1.766, -1.933, 1.339], [2.368, -0.390, 0.646]], "forces_ev_per_angstrom": [[0.0, 0.9, -0.8], [-1.2, 1.0, -1.3], [0.3, -1.5, -0.8], [-0.3, 0.5, 0.7], [0.5, 0.7, -0.4], [-0.3, -0.4, -0.3], [0.5, 0.4, 0.1], [-0.2, -0.1, 0.1], [0.0, 0.2, 0.0], [0.4, -0.1, 0.0], [-0.1, 0.1, 0.0], [-0.5, 0.5, -0.3], [0.9, -3.2, 4.1], [0.2, -0.3, -0.2], [0.5, 1.6, -0.7], [-0.3, 0.0, -0.3], [0.1, 0.1, -0.2], [0.1, -0.2, 0.2], [0.0, -0.2, -0.3], [-0.1, 0.2, 0.1], [-0.3, -0.2, 0.2]], "lowdin_spin": [0.16, 2.36, 0.09, 0.05, 0.03, 0.03, 0.02, 0.02, 0.00, 0.01, 0.01, 0.02, 0.12, 0.05, 0.01, 0.00, 0.00, 0.00, 0.00, 0.01, 0.00]}

{"formula": "C3H14O3S2", "method": "ωB97M-V/def2-TZVPD", "total_charge": 0, "relative_energy_kj_mol": 70.9, "gap_ev": 9.36, "smiles": "CCSSC.O.O.O", "total_energy_ha": -1144.7683, "symbols": ["C", "C", "S", "S", "C", "H", "H", "H", "H", "H", "H", "H", "H", "H", "H", "O", "H", "H", "O", "H", "H", "O"], "coordinates": [[-1.390, -1.575, -0.107], [-2.258, -0.357, 0.143], [-1.733, 0.783, 1.429], [-0.835, 2.348, 0.608], [0.910, 2.135, 0.954], [-1.616, -2.116, -1.030], [-1.519, -2.334, 0.654], [-0.341, -1.350, -0.108], [-2.250, 0.204, -0.793], [-3.299, -0.584, 0.343], [1.212, 2.906, 1.656], [1.173, 1.175, 1.402], [1.471, 2.201, 0.029], [1.731, -1.401, 2.056], [3.029, -0.505, 1.899], [2.544, -1.262, 1.563], [2.404, -2.442, -0.642], [1.545, -1.068, -0.843], [1.847, -1.899, -1.191], [-1.641, 1.809, -2.720], [-0.237, 1.652, -2.239], [-0.748, 1.682, -3.066]], "forces_ev_per_angstrom": [[-0.3, -0.8, 0.5], [0.4, 0.1, -1.5], [-0.7, -0.8, 1.3], [0.0, 0.6, -0.6], [0.7, -0.2, 0.1], [-0.1, 0.4, -0.2], [-0.1, -0.1, 0.5], [0.4, 0.3, -0.1], [-0.2, 0.3, 0.0], [-0.1, -0.2, 0.2], [0.1, 0.1, -0.1], [-0.5, 0.0, 0.0], [0.2, 0.2, -0.1], [0.1, 0.3, 0.3], [-0.3, 0.0, 0.3], [0.1, -0.3, -0.5], [0.1, 0.7, 0.9], [0.6, 0.0, 0.9], [-0.5, -0.7, -2.0], [0.0, 0.1, -0.3], [0.0, 0.0, -0.4], [0.0, 0.0, 0.7]], "mulliken_charge": [-0.86, -0.16, -0.10, -0.10, -0.58, 0.34, 0.32, 0.07, 0.04, 0.36, 0.35, 0.03, 0.30, 0.31, 0.29, -0.61, 0.31, 0.31, -0.62, 0.32, 0.29, -0.62]}

{"formula": "C3H14O4", "method": "ωB97M-V/def2-TZVPD", "total_charge": 0, "relative_energy_kj_mol": 235.2, "gap_ev": 10.71, "smiles": "CO.CO.CO.O", "total_energy_ha": -423.5790, "symbols": ["C", "O", "H", "H", "H", "H", "C", "O", "H", "H", "H", "H", "C", "O", "H", "H", "H", "H", "O", "H", "H"], "coordinates": [[1.536, -1.803, 4.047], [1.921, -0.804, 3.115], [1.853, -2.808, 3.766], [1.834, -1.448, 5.033], [0.447, -1.827, 4.059], [2.838, -0.551, 3.240], [-3.093, -1.196, -2.645], [-3.914, -0.622, -1.632], [-3.838, -1.528, -3.369], [-2.426, -0.513, -3.171], [-2.486, -2.020, -2.269], [-3.348, -0.256, -0.949], [2.247, 2.076, -1.954], [0.960, 2.589, -2.236], [2.926, 2.687, -1.360], [2.004, 1.190, -1.368], [2.776, 1.701, -2.831], [0.710, 2.222, -3.087], [-1.337, 0.863, 1.329], [-0.486, 0.575, 1.659], [-1.126, 1.475, 0.623]], "forces_ev_per_angstrom": [[-0.5, 0.7, 0.1], [-0.2, 0.1, -0.6], [0.4, 0.1, 0.2], [0.2, -0.7, 0.2], [0.0, 0.1, -0.1], [0.0, -0.2, 0.1], [-0.8, -0.1, -0.1], [0.5, 0.2, -0.1], [0.4, -0.4, -0.2], [0.0, 0.4, 0.2], [-0.1, -0.2, 0.0], [0.0, 0.0, 0.2], [-0.2, -1.8, 0.5], [0.1, 1.0, -0.4], [-0.5, 0.6, -0.2], [0.7, -0.3, 0.4], [0.0, 0.3, -0.2], [-0.2, 0.2, 0.0], [-0.3, -0.1, 0.0], [0.3, -0.1, 0.2], [0.1, 0.2, -0.2]], "mulliken_charge": [-0.51, -0.48, 0.24, 0.28, 0.20, 0.29, -0.47, -0.49, 0.21, 0.21, 0.24, 0.29, -0.54, -0.49, 0.24, 0.24, 0.25, 0.30, -0.63, 0.30, 0.32]}

{"formula": "C3H14O4", "method": "ωB97M-V/def2-TZVPD", "total_charge": 0, "relative_energy_kj_mol": 226.8, "gap_ev": 9.82, "smiles": "C=CC.O.O.O.O", "total_energy_ha": -423.5822, "symbols": ["C", "C", "C", "H", "H", "H", "H", "H", "H", "H", "H", "O", "H", "H", "O", "H", "H", "O", "H", "H", "O"], "coordinates": [[-0.267, 2.006, -0.495], [-0.416, 0.919, -1.513], [-1.464, 0.793, -2.386], [-0.258, 2.995, -1.193], [-1.047, 1.921, 0.238], [0.807, 1.811, -0.110], [0.569, 0.425, -1.676], [-1.433, 0.019, -3.163], [-2.280, 1.428, -2.278], [-3.745, -1.872, -5.189], [-4.294, -1.432, -3.771], [-4.207, -2.171, -4.390], [3.629, 0.880, 1.546], [3.788, 2.358, 1.965], [3.136, 1.715, 1.737], [2.621, -3.243, 2.202], [1.691, -2.257, 2.865], [2.160, -3.070, 2.992], [1.009, 0.933, 3.520], [-0.337, 0.619, 2.759], [0.431, 0.166, 3.242]], "forces_ev_per_angstrom": [[2.3, 1.0, -2.2], [-0.6, -0.2, -2.4], [3.5, -1.5, 1.3], [-0.2, -1.9, 2.4], [-0.2, 0.6, 0.5], [-2.0, 1.0, 0.1], [-1.2, -0.4, -0.1], [-0.2, 0.5, 0.3], [-1.5, 0.9, 0.0], [-0.2, 0.2, 0.6], [0.2, -0.1, -0.5], [0.0, 0.0, -0.1], [-0.6, 1.1, 0.3], [0.8, 0.6, 0.2], [-0.3, -1.8, -0.5], [0.8, -0.3, -1.5], [-0.5, 0.8, -0.1], [-0.4, -0.4, 1.6], [-0.9, -1.3, -0.6], [1.7, -1.0, 1.1], [-0.8, 2.2, -0.6]], "mulliken_charge": [-0.64, -0.01, -0.74, 0.26, 0.24, 0.13, 0.23, 0.23, 0.30, 0.32, 0.32, -0.64, 0.32, 0.30, -0.62, 0.30, 0.32, -0.63, 0.33, 0.32, -0.64]}

{"formula": "C3H14O4S", "method": "ωB97M-V/def2-TZVPD", "total_charge": 0, "relative_energy_kj_mol": 142.7, "gap_ev": 9.83, "smiles": "OCCCS.O.O.O", "total_energy_ha": -821.7892, "symbols": ["C", "O", "C", "C", "S", "H", "H", "H", "H", "H", "H", "H", "H", "H", "H", "O", "H", "H", "O", "H", "H", "O"], "coordinates": [[-0.503, -0.498, 1.194], [-1.487, 0.021, 2.083], [0.728, 0.405, 1.086], [0.515, 1.855, 1.544], [-0.027, 2.824, 0.035], [-0.209, -1.435, 1.686], [-1.136, -0.648, 0.289], [-1.857, 0.864, 1.779], [1.343, -0.012, 1.888], [1.385, 0.532, 0.225], [1.550, 2.140, 1.771], [-0.179, 2.061, 2.350], [0.160, 4.118, 0.300], [-0.860, -2.953, -3.008], [-1.021, -4.363, -2.504], [-0.483, -3.856, -3.101], [5.054, 0.516, -1.697], [4.077, 1.628, -2.112], [4.518, 0.832, -2.434], [-3.570, -1.566, 0.258], [-4.145, -0.803, -0.978], [-3.853, -1.662, -0.654]], "forces_ev_per_angstrom": [[-1.7, 0.1, -1.1], [-0.2, 0.4, 1.1], [0.0, 0.5, 1.8], [0.9, 0.9, -1.2], [-0.2, -0.8, -0.2], [-0.2, 0.1, -0.7], [1.4, -0.4, -0.1], [0.3, -0.3, -0.2], [0.4, 0.2, -0.1], [-0.6, -0.9, -0.5], [-0.5, 0.6, 0.3], [0.2, -0.3, 0.2], [0.2, 0.0, 0.6], [0.5, -0.8, -0.2], [-0.3, -0.5, 0.4], [-0.1, 1.4, -0.2], [-0.1, 0.1, -0.1], [0.1, -0.2, 0.0], [0.0, 0.1, 0.1], [-0.1, 0.3, 0.1], [0.1, -0.1, 0.3], [0.0, -0.2, -0.3]], "mulliken_charge": [-0.31, -0.57, -0.59, -0.72, -0.25, 0.27, 0.22, 0.32, 0.21, 0.51, 0.36, 0.45, 0.13, 0.32, 0.32, -0.64, 0.32, 0.31, -0.64, 0.32, 0.32, -0.65]}

{"formula": "C3H14O5", "method": "ωB97M-V/def2-TZVPD", "total_charge": 0, "relative_energy_kj_mol": 302.8, "gap_ev": 9.25, "smiles": "C/C=C/O.O.O.O.O", "total_energy_ha": -498.7934, "symbols": ["C", "C", "C", "O", "H", "H", "H", "H", "H", "H", "H", "H", "O", "H", "H", "O", "H", "H", "O", "H", "H", "O"], "coordinates": [[0.767, -1.388, -1.667], [0.191, -0.052, -1.725], [0.451, 0.851, -0.770], [0.007, 2.070, -1.013], [0.704, -1.890, -0.619], [0.207, -2.158, -2.304], [1.831, -1.550, -2.056], [-0.514, 0.272, -2.563], [0.960, 0.922, 0.142], [-0.768, 2.145, -1.661], [-0.171, -1.554, 2.278], [-0.414, -0.426, 1.337], [0.316, -1.040, 1.735], [3.615, -2.022, 0.622], [2.592, -1.442, 1.531], [3.362, -1.370, 1.106], [-2.529, 2.750, 0.674], [-1.532, 2.270, -0.461], [-2.442, 2.061, -0.041], [-2.252, 0.908, 1.096], [-2.535, 0.087, 2.422], [-1.845, 0.556, 1.937]], "forces_ev_per_angstrom": [[0.4, -4.5, 0.0], [-0.1, 0.5, 0.6], [-1.0, -1.4, -2.9], [-2.8, 4.5, -1.0], [0.3, 1.2, -1.6], [0.4, 1.2, 0.7], [-1.2, 0.8, 0.7], [1.2, -0.5, 1.1], [1.1, -1.1, 1.0], [2.4, -0.7, 0.2], [-2.3, -2.7, 2.9], [1.7, -1.3, 1.3], [1.0, 3.7, -3.9], [1.9, -6.6, -4.5], [-4.8, -0.9, 2.2], [2.9, 7.6, 2.3], [0.1, -0.9, -1.2], [-1.8, -0.4, 1.9], [0.8, 1.8, 0.0], [0.3, -0.2, 0.7], [0.1, 0.1, -0.1], [-0.6, 0.0, -0.3]], "mulliken_charge": [-0.86, -0.17, -0.15, -0.64, 0.16, 0.30, 0.23, 0.13, 0.68, 0.33, 0.22, 0.36, -0.58, 0.25, 0.28, -0.55, 0.35, 0.41, -0.75, 0.43, 0.30, -0.73]}